# 1
Formula: C2H5O4S
Source: the OMol25 dataset
Level of theory: the ωB97M-V functional and the def2-TZVPD basis

Its HOMO-LUMO gap is 8.4 eV. As for the LUMO energy: 3.989 eV.

ORCA input file:
```
! RIJCOSX wB97M-V def2-TZVPD def2/J DEFGRID3
* xyz -1 1
C -1.51847 -0.48132 0.38570
C -1.90565 0.63267 -0.49792
O 1.20237 -0.44232 -1.30354
O 3.51365 -0.02515 -0.23440
O 1.33174 -0.04557 1.11409
O -2.72771 1.48791 -0.24914
S 1.77094 0.40174 -0.24412
H -1.44248 -1.40828 -0.17347
H -2.17368 -0.57910 1.24842
H -0.48511 -0.27988 0.73317
H -1.34918 0.64511 -1.45422
H 3.78358 0.09419 0.67543
*
```

=====

# 2
Formula: C6H12O5
Source: the OMol25 dataset
Level of theory: the ωB97M-V functional and the def2-TZVPD basis

Its HOMO-LUMO gap (alpha / beta) is 7.1 / 8.0 eV. As for the LUMO energy (alpha / beta): 0.420 / 0.536 eV.

ORCA input file:
```
! RIJCOSX wB97M-V def2-TZVPD def2/J DEFGRID3
* xyz 0 1
C -0.70521 -0.99938 0.02581
C 0.53706 -0.90855 -0.85840
C -1.79879 -0.03682 -0.31195
C 1.80605 -0.41404 -0.10107
C 1.70927 0.98301 0.45228
C -2.92260 0.13932 0.64707
O -1.46083 1.00461 -1.14678
O 2.09732 -1.25380 0.97947
O 2.83192 -0.46759 -1.06693
O 1.48525 2.00028 -0.44232
O 0.97983 1.08934 1.62202
H -1.11335 -2.01599 -0.01058
H -0.38853 -0.82934 1.06783
H 0.80124 -1.88503 -1.26738
H 0.36214 -0.24644 -1.70546
H -3.70596 0.77539 0.23305
H -2.58077 0.59125 1.59027
H -3.35673 -0.82807 0.89465
H -2.08320 1.73260 -1.04613
H 2.20298 -2.15146 0.64220
H 3.60346 -0.00036 -0.72567
H 0.94657 1.69906 -1.19368
H 0.75285 2.02204 1.72171
*
```

=====

# 3
Formula: C41H98Cl2FN3O21P5
Source: the OMol25 dataset
Level of theory: the ωB97M-V functional and the def2-TZVPD basis

Its HOMO-LUMO gap is 8.9 eV. As for the LUMO energy: -2.707 eV.

ORCA input file:
```
! RIJCOSX wB97M-V def2-TZVPD def2/J DEFGRID3
* xyz 1 1
C -0.06832 -3.67713 -0.41222
C 1.07686 -2.79942 0.24293
C 0.75767 -1.26449 0.05767
C 1.04324 -0.87842 -1.44232
C 0.69141 0.60548 -1.79614
C 1.70033 1.66542 -1.21957
C 1.15086 3.09454 -1.64767
C 1.07786 4.09058 -0.42943
C -0.08809 3.63271 0.53428
C 0.49790 3.49425 1.98307
C -0.59909 3.22472 3.07523
C -1.47821 1.93855 2.73909
C -3.03647 2.20128 2.81815
C -3.79739 1.35782 3.91396
C -4.91588 0.41501 3.36210
N -5.69517 1.08351 2.28779
F -7.04146 0.84235 2.54336
C -5.43679 0.63384 0.89106
C -4.23738 -0.33704 0.64767
O -3.19519 0.38820 -0.04024
C -3.45123 0.47814 -1.45404
C -3.26976 1.99783 -1.88766
N -3.61198 -0.93756 1.81083
C -4.44396 -1.05583 3.00144
N -5.68547 -1.84120 2.84302
C -5.54269 -3.06771 2.02451
C -6.39231 -3.02842 0.67739
C -5.56434 -3.81750 -0.41912
C -3.57322 -1.74745 4.12049
Cl -1.75952 -1.46381 3.92146
C -3.97055 -1.43084 5.61457
C -2.76973 -1.05992 6.58068
Cl -4.70061 -2.96773 6.32423
H -1.04674 -3.20638 -0.12454
H -0.03017 -4.73478 -0.06878
H 0.00026 -3.62229 -1.52334
H 1.23265 -3.08082 1.31438
H 2.05292 -3.01508 -0.26454
H 1.38486 -0.68327 0.77419
H -0.31175 -1.07790 0.34993
H 2.10375 -1.12432 -1.69359
H 0.41539 -1.57142 -2.06125
H -0.35118 0.81804 -1.45019
H 0.69106 0.67821 -2.91774
H 2.73723 1.52726 -1.60935
H 1.69304 1.54496 -0.10474
H 0.11298 2.96665 -2.02892
H 1.85587 3.53267 -2.39036
H 0.89213 5.14410 -0.74406
H 2.07201 4.04716 0.08325
H -0.94483 4.34688 0.56020
H -0.49106 2.65788 0.15689
H 0.97221 4.48340 2.22692
H 1.31322 2.73381 2.05355
H -1.21198 4.13077 3.28474
H -0.04056 3.00988 4.02586
H -1.17686 1.17228 3.48423
H -1.25993 1.57281 1.70742
H -3.14836 3.28554 3.08651
H -3.44131 2.10275 1.78114
H -3.04044 0.86325 4.55380
H -4.31399 2.10206 4.58054
H -5.64401 0.27323 4.20183
H -5.62439 2.11266 2.30665
H -5.27819 1.54612 0.26209
H -6.37023 0.17034 0.49148
H -4.53766 -1.14599 -0.07172
H -4.47356 0.16064 -1.75998
H -2.68558 -0.14964 -1.96807
H -4.14728 2.25173 -2.54092
H -2.36767 2.16077 -2.51319
H -3.32697 2.69077 -1.01898
H -3.12572 -1.79295 1.56508
H -6.05993 -2.13162 3.74689
H -6.01577 -3.89549 2.61781
H -4.49659 -3.40157 1.83565
H -6.63862 -1.99079 0.36391
H -7.34212 -3.59268 0.84179
H -6.16973 -4.01788 -1.32732
H -4.64206 -3.24038 -0.66744
H -5.23749 -4.77228 0.05395
H -3.66997 -2.85337 3.99066
H -4.72812 -0.63705 5.76677
H -2.05278 -1.89413 6.70406
H -2.30101 -0.08589 6.31912
H -3.25473 -0.90215 7.58054
C 3.66539 -6.30874 3.29252
O 4.94301 -5.72693 3.02456
P 5.18980 -5.10015 1.57887
O 4.09287 -5.27665 0.60586
O 6.58648 -5.73258 1.13549
C 6.61782 -7.14448 0.93356
O 5.57416 -3.59295 1.91013
C 5.78973 -2.71821 0.80120
H 3.60657 -7.29677 2.83393
H 3.55781 -6.41256 4.37112
H 2.85807 -5.67905 2.91838
H 5.77055 -7.46991 0.32634
H 6.59959 -7.65734 1.89719
H 7.54110 -7.39864 0.41623
H 4.83021 -2.37977 0.40649
H 6.35725 -3.21357 0.01086
H 6.35446 -1.85530 1.14984
C 1.88171 -3.56492 -4.85096
O 1.96507 -2.32409 -5.55115
P 0.95114 -2.08986 -6.76383
O 0.08722 -3.23523 -7.11042
O 1.90328 -1.58620 -7.94152
C 2.86175 -2.51960 -8.43511
O 0.18515 -0.76516 -6.32856
C -0.86884 -0.31088 -7.18158
H 2.36420 -4.34890 -5.43604
H 2.40201 -3.46312 -3.89918
H 0.84375 -3.83440 -4.65477
H 2.39878 -3.49061 -8.62298
H 3.67537 -2.63142 -7.71547
H 3.26721 -2.13567 -9.36882
H -1.77297 -0.89050 -6.99087
H -0.59162 -0.40014 -8.23330
H -1.06652 0.73688 -6.95819
C -0.53936 4.10738 -5.10496
O -1.16899 5.25652 -5.67634
P -2.20891 5.01827 -6.86259
O -2.33881 3.62220 -7.32468
O -1.74339 6.05702 -7.97995
C -0.46216 5.83728 -8.56754
O -3.54107 5.68131 -6.30022
C -4.71319 5.56848 -7.10860
H 0.25872 3.76118 -5.76341
H -0.10736 4.39260 -4.14688
H -1.25883 3.30458 -4.93989
H -0.34019 4.79114 -8.85613
H 0.32245 6.11991 -7.86280
H -0.37932 6.45999 -9.45565
H -5.15737 4.58073 -6.97871
H -4.48295 5.73068 -8.16298
H -5.42695 6.32424 -6.78508
C -5.75128 6.20309 6.19438
O -4.65456 6.72760 6.94276
P -3.33968 5.83415 7.07480
O -3.41458 4.48054 6.48498
O -3.02456 5.86884 8.63736
C -3.97570 5.24781 9.50045
O -2.21399 6.77097 6.46102
C -0.90494 6.21122 6.35819
H -6.29007 5.46850 6.79517
H -6.42384 7.02477 5.95401
H -5.41201 5.74449 5.26507
H -4.25407 4.25987 9.12704
H -4.86529 5.87505 9.58441
H -3.52717 5.13886 10.48541
H -0.84902 5.56664 5.47959
H -0.64890 5.63566 7.24964
H -0.18600 7.02085 6.24757
C 8.95161 -4.47355 -3.06371
O 9.27879 -3.59168 -1.98742
P 10.79112 -3.56675 -1.47672
O 11.69652 -4.54804 -2.10503
O 10.64771 -3.70181 0.10722
C 10.11567 -4.93013 0.59777
O 11.19714 -2.04034 -1.66313
C 12.54745 -1.68636 -1.36069
H 8.86197 -5.49447 -2.68955
H 7.99368 -4.16374 -3.47920
H 9.70452 -4.43335 -3.85047
H 10.60260 -5.78362 0.12037
H 9.03985 -4.96724 0.41274
H 10.29000 -4.97997 1.67068
H 13.19485 -1.95412 -2.19642
H 12.89337 -2.18655 -0.45432
H 12.59341 -0.60956 -1.20678
*
```

=====

# 4
Formula: C5H8O2
Source: the OMol25 dataset
Level of theory: the ωB97M-V functional and the def2-TZVPD basis

Its HOMO-LUMO gap is 9.6 eV. As for the LUMO energy: 0.685 eV.

ORCA input file:
```
! RIJCOSX wB97M-V def2-TZVPD def2/J DEFGRID3
* xyz 0 1
O -1.67664 0.06836 -1.16342
C -0.36179 0.36054 -0.75479
O 0.39134 1.05186 -1.76160
C -0.39582 1.04766 0.56081
C 0.34620 0.10179 1.48193
C 0.71592 -1.05113 1.00327
C 0.59393 -1.17878 -0.40598
H -1.81987 -0.70839 -1.81628
H -0.13638 1.13039 -2.53826
H -1.32654 1.38437 1.04869
H 0.19609 2.01904 0.55129
H 0.54389 0.29345 2.49094
H 0.99599 -1.98614 1.61448
H 1.55163 -1.08407 -0.87682
H 0.13769 -2.03840 -0.65718
*
```

=====

Computed energy relative to the best compared isomer or geometry (same formula, charge and spin) (eV) in order:
0.745; 2.876; 2.217; 2.358